(1)
The following is a DFT calculation (ωB97M-V with the def2-TZVPD basis set) of an isolated ion of composition C2H3O2 and charge -1.

Values from the calculation:
Frontier orbital gap: 8.44 eV
SMILES string: CC(=O)[O-]
Total charge: -1
LUMO: 4.79 eV
Highest occupied orbital energy: -3.649 eV
Energy relative to the best compared isomer or geometry (same formula, charge and spin): 3.59 kJ/mol

```
7
C2H3O2 | the Open Molecules 2025 dataset | ωB97M-V with the def2-TZVPD basis set
C 0.06010 0.65381 0.14728
C -0.10882 -0.83627 -0.26331
O 0.92169 -1.52864 -0.08373
O -1.22996 -1.19123 -0.66601
H -0.56128 0.79222 1.03895
H -0.17515 1.35869 -0.64422
H 1.09341 0.75143 0.47103
```

***

(2)
The following is a DFT calculation (ωB97M-V with the def2-TZVPD basis set) of an isolated ion of composition C2H3O2 and charge +1 in a non-equilibrium geometry.

Values from the calculation:
Frontier orbital gap: 11.78 eV
Total charge: +1
LUMO: -6.68 eV
Highest occupied orbital energy: -18.466 eV
Energy relative to the best compared isomer or geometry (same formula, charge and spin): 516.11 kJ/mol

```
7
C2H3O2 | the Open Molecules 2025 dataset | ωB97M-V with the def2-TZVPD basis set
C 0.62080 -0.15340 0.45609
C -0.74108 0.07375 -0.07255
O -0.57653 1.13619 -0.92942
O 0.04910 -0.09018 -1.21084
H 1.39911 0.68818 0.66116
H 0.74965 -1.20544 0.74917
H -1.50103 -0.44909 0.34639
```

***

(3)
The following is a DFT calculation (ωB97M-V with the def2-TZVPD basis set) of a 2-piece molecular cluster, C2H3O2 overall in a non-equilibrium geometry.

Values from the calculation:
Frontier orbital gap: 10.24 eV
Total charge: +1
LUMO: -6.15 eV
Highest occupied orbital energy: -16.391 eV
Energy relative to the best compared isomer or geometry (same formula, charge and spin): 83.28 kJ/mol

```
7
C2H3O2 | the Open Molecules 2025 dataset | ωB97M-V with the def2-TZVPD basis set
C 1.35689 0.37021 -0.03311
C -1.65463 -0.40520 -0.03427
O -2.28637 0.43794 0.24491
O 0.45627 -0.37832 0.27092
H 2.43105 0.18582 0.05602
H 1.11892 1.29574 -0.35247
H -1.42214 -1.50619 -0.15200
```

***

(4)
The following is a DFT calculation (ωB97M-V with the def2-TZVPD basis set) of one molecule with the formula C2H3O2P in a non-equilibrium geometry.

Values from the calculation:
Frontier orbital gap: 9.03 eV
SMILES string: O=CPC=O
Total charge: 0
LUMO: -0.36 eV
Highest occupied orbital energy: -9.386 eV
Energy relative to the best compared isomer or geometry (same formula, charge and spin): 233.22 kJ/mol

```
8
C2H3O2P | the Open Molecules 2025 dataset | ωB97M-V with the def2-TZVPD basis set
O 1.67613 -0.57554 -0.94031
C 1.02639 -0.99575 -0.01066
P -0.87722 -1.09514 -0.14653
C -0.82322 1.09650 0.36005
O -0.35160 1.96484 -0.28408
H 1.45872 -0.97850 1.00449
H -0.83586 -0.63618 -1.43330
H -1.27333 1.21977 1.45036
```

***

(5)
The following is a DFT calculation (ωB97M-V with the def2-TZVPD basis set) of an isolated ion of composition C2H3O2S2 and charge -1 in a non-equilibrium geometry.

Values from the calculation:
Frontier orbital gap: 5.92 eV
Total charge: -1
LUMO: 3.22 eV
Highest occupied orbital energy: -2.694 eV
Energy relative to the best compared isomer or geometry (same formula, charge and spin): 267.43 kJ/mol

```
9
C2H3O2S2 | the Open Molecules 2025 dataset | ωB97M-V with the def2-TZVPD basis set
C -0.02370 -0.33239 0.47587
C -0.48361 0.71271 -0.46156
O -0.49389 2.60544 1.45633
O 0.41687 1.66726 -0.75981
S -1.16434 -1.74886 0.10441
S -0.87953 2.38678 0.07363
H 1.08368 -0.68919 0.37864
H -0.04791 -0.04169 1.48598
H -1.13947 0.30324 -1.20688
```

***

(6)
The following is a DFT calculation (ωB97M-V with the def2-TZVPD basis set) of a 2-piece molecular cluster, C2H3O2S2 overall in a non-equilibrium geometry.

Values from the calculation:
Frontier orbital gap (alpha / beta): 6.70 / 6.70 eV
Total charge: -1
LUMO (alpha / beta): 3.66 / 3.66 eV
Highest occupied orbital energy (alpha / beta): -3.042 / -3.041 eV
Energy relative to the best compared isomer or geometry (same formula, charge and spin): 232.74 kJ/mol

```
9
C2H3O2S2 | the Open Molecules 2025 dataset | ωB97M-V with the def2-TZVPD basis set
C -0.47684 2.70025 -0.57728
C 1.02399 -0.48869 -0.67046
O -1.66892 2.77894 -0.43603
O 2.62400 1.32365 0.17044
S 0.54396 -1.96481 -1.30300
S 2.37198 -0.16210 0.34640
H 0.32439 2.45863 0.24761
H 0.02350 2.94262 -1.57866
H 0.37008 0.53442 -0.77157
```